Computed, not measured: one molecule with the formula C8H10FNO3, with ωB97M-V with the def2-TZVPD basis set.

Values from the calculation:
HOMO   -9.68 eV
Net charge   0
SMILES   NCCCCC1=C(F)C(=O)OC1=O
Frontier orbital gap   7.65 eV
LUMO energy   -0.0747 Ha

Cartesian coordinates (Å):
N 2.202 -2.389 -0.449
C 1.338 -1.146 -0.464
C 2.166 0.195 0.045
C 1.235 1.570 -0.145
C -0.102 1.568 0.800
C -1.405 0.800 0.169
C -2.145 -0.155 1.048
F -1.863 -0.567 2.457
C -3.398 -0.663 0.094
O -4.284 -1.520 0.610
O -3.337 -0.003 -1.232
C -2.139 0.875 -1.296
O -1.833 1.511 -2.431
H 2.160 -2.742 0.553
H 1.738 -3.161 -1.008
H 0.397 -1.356 0.237
H 0.882 -0.886 -1.529
H 3.182 0.249 -0.542
H 2.391 0.032 1.201
H 1.933 2.459 0.226
H 1.023 1.664 -1.301
H -0.323 2.682 1.156
H 0.180 0.983 1.802

Computed, not measured: C30H47Cl3N3O6SiV as an isolated structure, with ωB97M-V with the def2-TZVPD basis set.

Values from the calculation:
HOMO (alpha / beta)   -1.25 / -4.74 eV
Net charge   -1
2S+1   4
<S²>   3.76
Frontier orbital gap (alpha / beta)   3.83 / 7.30 eV
LUMO energy (alpha / beta)   0.0949 / 0.0944 Ha

Cartesian coordinates (Å):
C 4.300 0.027 0.757
C 3.523 0.393 1.979
H 5.082 0.763 0.568
H 3.631 -0.020 -0.114
H 4.776 -0.957 0.882
C 3.901 1.305 2.905
C 5.194 2.043 2.945
H 3.224 1.554 3.727
H 5.818 1.931 2.047
H 5.790 1.720 3.813
H 4.996 3.114 3.104
V 0.077 -0.137 -0.176
Cl 1.640 -0.136 -1.867
C -1.502 -0.354 2.244
O -1.348 0.469 1.299
N -2.458 -0.288 3.169
C -3.502 0.723 3.154
C -2.504 -1.260 4.244
H -0.771 -1.158 2.399
H -3.522 1.231 2.187
H -3.324 1.450 3.958
H -4.457 0.218 3.331
H -1.778 -2.054 4.052
H -3.508 -1.689 4.308
H -2.257 -0.780 5.198
H -4.397 -1.414 -2.936
H -3.133 -3.171 -4.081
C -3.577 -0.706 -3.053
C -2.271 -2.509 -4.208
N -2.332 -1.442 -3.219
H -3.509 -0.063 -2.173
C -1.263 -1.135 -2.501
O -1.351 -0.379 -1.475
H -1.343 -3.072 -4.041
H -0.301 -1.556 -2.806
H -3.769 -0.087 -3.934
H -2.263 -2.100 -5.227
H 3.183 2.659 0.106
H 2.151 3.746 2.408
C 2.359 3.192 -0.394
C 1.461 4.217 1.689
N 1.237 3.378 0.524
H 2.026 2.625 -1.267
C 0.089 2.710 0.368
O -0.098 1.879 -0.558
H 0.491 4.393 2.174
H -0.725 2.905 1.094
H 2.733 4.176 -0.701
H 1.896 5.172 1.378
O 1.379 0.223 1.086
C 2.194 -0.326 2.103
C 0.804 0.951 3.752
C 1.485 -0.222 3.443
H 0.782 1.731 2.992
C 0.215 1.100 5.005
H 2.373 -1.390 1.885
C 1.526 -1.283 4.345
H -0.287 2.041 5.225
C 0.312 0.076 5.951
C 0.965 -1.116 5.610
H 2.017 -2.203 4.032
H -0.126 0.216 6.948
H 1.055 -1.918 6.340
Si 3.363 -0.128 -5.693
Cl 4.619 0.426 -4.144
C 2.513 1.443 -6.272
C 2.469 -1.593 -4.945
C 4.147 -0.705 -7.346
H 2.269 2.095 -5.430
H 1.602 1.214 -6.837
H 3.174 2.004 -6.947
H 4.674 0.092 -7.888
H 3.323 -1.037 -7.996
H 4.847 -1.544 -7.252
H 2.137 -1.352 -3.925
H 3.175 -2.435 -4.868
H 1.609 -1.927 -5.542
Cl -1.237 -8.697 -0.205
C -1.219 -7.003 -0.025
C -2.380 -6.339 0.387
C -2.368 -4.950 0.508
C -1.196 -4.237 0.234
C -0.051 -4.904 -0.197
C -0.049 -6.293 -0.308
C -1.170 -2.750 0.516
O -2.164 -2.242 1.073
O -0.067 -2.099 0.207
H -3.279 -6.906 0.617
H -3.263 -4.416 0.819
H 0.865 -4.335 -0.391
H 0.848 -6.810 -0.627

How do the records compare in energy above the lowest of the compared OMol25 structures with the same formula, charge and spin? In the order shown, they have 142.5; 0.0 kcal per mole.
How do the records compare in largest force on an atom? In the order shown, they have 9.554; 4.101 eV Å⁻¹.